Run A
Molecular formula: C6H8N4
Method: DFT, the ωB97M-V functional and the def2-TZVPD basis

Geometry as XYZ:
```
18
Properties=species:S:1:pos:R:3
C 1.85 -1.37 -0.77
N 0.41 -1.57 -0.79
C -0.34 -0.40 -0.89
C -0.62 0.44 -1.93
N -1.26 1.58 -1.63
N -1.42 1.58 -0.31
C -2.04 2.40 0.60
C -1.91 1.81 1.81
N -1.21 0.64 1.66
C -0.90 0.52 0.35
H 2.17 -0.63 -0.02
H 2.34 -2.32 -0.58
H 2.16 -1.00 -1.76
H 0.11 -2.14 -0.01
H -0.41 0.24 -2.97
H -2.52 3.31 0.31
H -2.25 2.13 2.78
H -1.02 -0.03 2.39
```

Results
* Kohn-Sham gap: 7.8 eV
* lowest unoccupied orbital energy: 0.626 eV
* multiplicity: 1
* HOMO level: -7.19 eV

=====

Run B
Molecular formula: C6H8N4
Method: DFT, the ωB97M-V functional and the def2-TZVPD basis

Geometry as XYZ:
```
18
Properties=species:S:1:pos:R:3
C 0.45 -1.15 -0.97
C 1.95 -0.17 0.63
C -0.56 1.09 1.00
C -1.90 0.13 -0.62
C 0.63 -1.04 0.49
C -0.62 1.01 -0.48
N -0.51 -0.41 0.99
N 0.54 0.56 -1.01
N 1.72 0.81 -0.47
N -1.66 -0.84 0.43
H 1.45 -1.51 -1.50
H -0.47 -1.49 -1.46
H 1.80 0.44 1.62
H 2.94 -0.71 0.68
H 0.25 1.63 1.50
H -1.55 1.31 1.37
H -2.87 0.66 -0.46
H -1.95 -0.27 -1.59
```

Results
* Kohn-Sham gap (spin up / spin down): 7.3 / 7.4 eV
* lowest unoccupied orbital energy (spin up / spin down): -0.637 / -0.448 eV
* multiplicity: 1
* HOMO level (spin up / spin down): -7.98 / -7.82 eV

=====

Run C
Molecular formula: C6H8N4
Method: DFT, the ωB97M-V functional and the def2-TZVPD basis

Geometry as XYZ:
```
18
Properties=species:S:1:pos:R:3
C -2.08 0.49 -2.24
C -1.39 0.20 -0.99
C -1.79 -0.63 0.08
C -0.72 -0.71 0.91
N -0.18 -1.35 1.97
C 1.08 -0.90 2.02
N 1.41 -0.06 1.03
C 2.66 0.55 0.70
N 0.25 0.13 0.39
N -0.09 0.67 -0.84
H -1.54 1.32 -2.72
H -2.18 -0.40 -2.88
H -3.30 0.65 -2.06
H -2.77 -0.98 0.24
H 1.79 -1.11 2.71
H 2.53 1.45 0.08
H 3.14 0.85 1.65
H 3.18 -0.17 -0.04
```

Results
* Kohn-Sham gap: 8.9 eV
* lowest unoccupied orbital energy: 0.728 eV
* multiplicity: 1
* HOMO level: -8.13 eV

=====

Relative stability in kJ/mol, measured from the most stable structure: run A 0.0; run B 765.5; run C 33.6

=====

Run A
Molecular formula: C2H10N2O2
Method: DFT, the ωB97M-V functional and the def2-TZVPD basis

Geometry as XYZ:
```
16
Properties=species:S:1:pos:R:3
N -2.25 -0.67 -0.77
C -2.21 0.83 -0.94
O -1.41 1.44 -0.04
H -1.35 -1.07 -0.38
H -3.13 -0.97 -0.36
H -1.75 1.12 -1.85
H -3.20 1.42 -0.81
H -0.48 1.09 0.01
N 2.90 -0.34 0.45
C 1.70 -0.27 1.21
O 0.62 -0.33 0.29
H 3.33 -1.15 0.07
H 3.23 0.42 -0.06
H 1.68 -1.23 1.82
H 1.66 0.74 1.76
H 0.66 -1.02 -0.40
```

Results
* Kohn-Sham gap: 9.5 eV
* lowest unoccupied orbital energy: 0.708 eV
* multiplicity: 1
* HOMO level: -8.82 eV

=====

Run B
Molecular formula: C2H10N2O2
Method: DFT, the ωB97M-V functional and the def2-TZVPD basis

Geometry as XYZ:
```
16
Properties=species:S:1:pos:R:3
C -1.65 -1.24 -0.50
N -1.12 0.07 -0.78
C -0.79 0.83 0.17
N -0.69 0.48 1.50
H -1.57 -1.82 -1.43
H -2.70 -1.16 -0.20
H -1.05 -1.79 0.24
H -0.43 1.83 -0.03
H -0.34 1.09 2.22
H -1.05 -0.40 1.84
O 2.35 0.16 0.61
H 3.08 -0.46 0.63
H 1.86 0.00 1.42
O 1.44 0.79 -2.28
H 0.70 0.39 -1.79
H 1.96 1.23 -1.61
```

Results
* Kohn-Sham gap: 9.8 eV
* lowest unoccupied orbital energy: 0.437 eV
* multiplicity: 1
* HOMO level: -9.40 eV

=====

Relative stability in kJ/mol, measured from the most stable structure: run A 134.7; run B 0.0

=====

Run A
Molecular formula: C18H24N2O4
Method: DFT, the ωB97M-V functional and the def2-TZVPD basis

Geometry as XYZ:
```
48
Properties=species:S:1:pos:R:3
C -0.66 -3.89 -0.61
C -1.39 -2.98 0.17
H -2.28 -3.38 0.52
H -0.90 -2.62 0.99
O -1.92 -2.01 -0.76
C -3.18 -1.36 -0.31
O -4.02 -1.83 0.60
C -3.36 -0.04 -1.36
C -2.22 0.96 -1.21
N -2.09 1.64 0.12
C -1.74 1.10 1.29
C -0.34 0.55 1.03
O 0.20 -0.77 1.47
N 0.54 1.46 0.50
C 1.85 1.30 -0.03
C 2.56 0.14 0.36
C 4.00 0.01 -0.10
C 4.49 1.27 -0.61
C 3.86 2.56 -0.91
C 2.40 2.51 -0.34
H 1.78 3.35 -0.68
H 4.07 3.44 -1.12
H 5.55 1.45 -0.96
C 4.66 -1.05 0.18
O 4.16 -1.99 -0.10
C 6.31 -0.98 -0.01
H 6.67 -2.13 0.32
H 6.60 -0.04 0.63
H 6.49 -0.82 -0.90
H 2.24 -0.77 0.73
H 0.01 2.31 0.13
H -2.32 -0.02 1.35
H -1.70 1.58 2.18
C -3.41 2.24 0.33
C -4.63 1.35 0.37
C -4.62 0.85 -0.91
H -4.86 1.34 -1.94
H -5.46 -0.08 -0.63
H -4.53 0.76 1.21
H -5.62 2.12 0.60
H -3.43 3.01 -0.30
H -3.47 2.99 1.54
H -2.35 1.63 -1.89
H -1.27 0.26 -1.22
H -3.44 -0.37 -2.34
H 0.33 -3.43 -1.07
H -1.20 -4.35 -1.51
H -0.26 -4.89 -0.07
```

Results
* Kohn-Sham gap: 8.6 eV
* lowest unoccupied orbital energy: -0.262 eV
* multiplicity: 1
* HOMO level: -8.83 eV

=====

Run B
Molecular formula: C18H24N2O4
Method: DFT, the ωB97M-V functional and the def2-TZVPD basis

Geometry as XYZ:
```
48
Properties=species:S:1:pos:R:3
C -2.15 -3.81 -1.45
O -1.58 -3.10 -0.39
C -2.10 -1.86 -0.08
C -3.22 -1.33 -0.70
C -3.71 -0.08 -0.40
C -3.08 0.70 0.56
C -3.47 2.13 0.79
C -2.70 3.01 -0.21
N -1.28 2.78 -0.11
C -0.68 1.81 -0.85
O -1.13 1.36 -1.89
C 0.61 1.36 -0.28
C 1.43 0.30 -0.75
C 2.43 0.22 0.17
C 3.63 -0.64 0.29
C 4.91 0.10 -0.15
C 6.13 -0.76 0.15
C 4.85 0.46 -1.63
O 2.22 1.16 1.12
N 1.10 1.85 0.83
C -1.97 0.17 1.21
C -1.46 -1.09 0.90
O -0.35 -1.41 1.63
C 0.37 -2.60 1.38
H -3.18 -4.10 -1.24
H -2.11 -3.24 -2.39
H -1.54 -4.71 -1.55
H -3.73 -1.91 -1.46
H -4.57 0.30 -0.93
H -4.54 2.27 0.63
H -3.22 2.44 1.81
H -2.90 4.07 -0.03
H -2.99 2.76 -1.23
H -0.83 3.00 0.77
H 1.27 -0.29 -1.63
H 3.49 -1.53 -0.33
H 3.74 -0.95 1.33
H 4.98 1.03 0.44
H 6.08 -1.70 -0.40
H 7.04 -0.25 -0.14
H 6.20 -0.99 1.21
H 5.75 1.00 -1.92
H 3.99 1.08 -1.84
H 4.78 -0.45 -2.23
H -1.46 0.73 1.97
H 0.75 -2.64 0.36
H 1.21 -2.56 2.08
H -0.23 -3.48 1.58
```

Results
* Kohn-Sham gap: 8.7 eV
* lowest unoccupied orbital energy: 0.768 eV
* multiplicity: 1
* HOMO level: -7.88 eV

=====

Relative stability in kJ/mol, measured from the most stable structure: run A 1416.0; run B 0.0